Formula: C48H57BaN2O3P2S4Se2
Source: OMol25
Level of theory: ωB97M-V/def2-TZVPD

- Spin multiplicity: 1
- DFT total energy: -253124.0802 eV
- Net charge: +1
- Gap between HOMO and LUMO: 0.288 Ha

Each line ends with the Mulliken charge.
Geometry (Å):
S  1.3108  -0.3767  3.7796  0.1412
H  -2.7552  4.4612  4.8403  0.4037
C  -2.3802  2.4963  4.0807  -0.8952
H  2.8065  -4.3178  -4.0891  0.2897
C  0.6158  2.1282  0.0106  0.7486
H  -3.6044  1.0060  0.5075  0.6520
C  7.1716  -2.7932  0.2715  -0.5577
H  -2.1182  5.5943  2.7341  0.4766
C  4.5506  -3.5986  0.4638  0.6071
C  2.6969  0.4760  4.4427  0.6473
H  2.0035  0.2794  6.4775  0.4797
H  1.7453  -4.7169  2.4958  0.5394
H  8.2022  -2.4751  0.2030  0.4148
S  -0.8581  -4.4132  1.0880  0.4270
C  0.6226  0.0813  -4.2563  -0.7448
C  -4.2590  3.0167  -3.4724  -0.5011
N  -2.1890  1.8657  -0.8276  1.1747
H  4.6421  -3.9214  3.1448  0.3939
H  -5.7820  2.0377  1.3149  0.4396
C  -4.1216  -1.1615  -4.5331  -0.7972
O  -1.0256  -3.6122  -0.1767  -0.5388
H  1.9228  -5.8495  -4.3216  0.3448
C  5.5587  -4.5532  0.5586  -0.6203
H  -2.3085  6.3012  -4.0114  0.4326
C  2.7794  0.6479  5.8189  -0.5288
C  -0.0507  -2.7283  -4.2013  -0.8023
H  3.1735  3.7279  1.5686  0.5071
C  -2.4325  3.8758  3.9901  -0.6517
C  -2.8923  3.0532  -3.2015  0.1905
C  2.3590  -5.1740  -3.5885  -1.0769
H  -2.6676  1.9960  4.9949  0.4934
H  0.7082  1.4052  -2.0185  -0.9774
P  -1.0261  1.3429  0.4113  0.1098
H  3.5162  0.8424  2.4963  0.5933
C  3.6461  0.9683  3.5608  -0.3174
C  1.8466  -2.0815  4.1299  -0.6241
C  6.8756  -4.1401  0.4696  -0.5904
C  -4.2217  5.3340  -4.1163  -0.5991
H  -4.1342  1.1471  -1.1582  0.4919
H  1.8548  -2.1252  5.2208  0.6418
H  5.4996  2.0369  3.4371  0.4846
C  3.2176  3.0665  -0.4764  -0.8472
S  2.8771  -4.1361  0.5827  -0.0555
C  3.2228  -2.3813  3.5118  0.1008
Ba  0.0276  -1.6873  0.9104  1.2140
C  2.6333  3.2294  0.7742  -0.7066
C  -6.7270  0.0794  -0.1936  -0.6460
C  -1.6536  3.7731  1.7169  -0.5849
H  0.9276  2.9015  2.0012  0.2895
H  -4.3617  3.6132  -0.8902  0.0872
H  3.9755  1.4570  7.3973  0.4218
H  0.5665  -2.9533  -5.0716  0.4566
H  4.0114  -1.5506  0.1316  0.6789
C  4.8200  -2.2596  0.2396  -0.4592
C  6.1519  -1.8648  0.1475  -0.8317
C  -3.1077  -0.8010  -1.9969  0.0917
H  -3.9503  -2.7126  -1.5311  0.5160
N  -0.7095  -3.6394  2.3483  -0.5572
C  -4.3453  2.9440  -0.0260  -0.1353
H  -1.9228  0.6705  3.0595  0.4604
H  -0.7654  -4.7933  -4.0155  0.5074
C  -3.4229  -0.0016  -4.2205  -0.8587
H  -4.7385  6.2158  -4.4700  0.4019
H  -5.9831  4.1069  -4.1241  0.4397
H  2.9532  2.2585  -2.4483  0.4952
H  3.2890  -1.9006  2.5343  -0.1159
C  3.5722  -3.8628  3.3549  -1.1715
H  -4.5149  -1.2948  -5.5320  0.4574
C  -2.9206  0.2106  -2.9347  0.7104
H  -2.7095  -0.6775  -0.9931  0.1857
H  -4.8231  2.1078  -3.3084  0.4038
H  -4.8848  -3.0353  -3.8099  0.4714
C  -5.7774  2.6300  0.3964  -1.1173
H  3.9829  -1.9179  4.1423  0.4943
C  -0.4048  -3.9745  -3.3931  -0.3964
H  3.1233  -5.7148  -3.0348  0.3181
H  7.6729  -4.8652  0.5479  0.4355
H  -1.1756  -3.7176  -2.6702  -0.1435
H  -7.1427  0.0259  0.8123  0.3314
H  3.1813  -5.7049  2.2576  0.5640
C  -4.3286  -2.1396  -3.5684  -0.7914
C  4.7404  1.6402  4.0977  -0.9954
Se  1.0401  -4.6010  -2.2944  0.2045
H  -3.8453  3.4758  0.7867  -0.1049
O  1.4190  -0.2766  2.2379  -0.5758
C  1.3519  2.7605  1.0139  -0.5939
P  -1.9161  1.6846  -2.5080  0.5308
H  1.0694  -0.1089  -5.2301  0.5967
H  -0.9727  -2.2495  -4.5341  0.3015
H  -6.3142  3.5536  0.6107  0.5128
C  -1.5917  2.3802  1.7969  0.5400
H  6.3854  -0.8236  -0.0275  0.4827
H  -1.3794  4.2700  0.7938  0.4725
H  -5.7206  -0.3423  -0.1920  0.0452
C  -2.8594  5.3841  -3.8552  -0.6074
H  1.0493  -2.7313  3.7584  0.4481
H  3.4137  -4.3926  4.2982  0.4986
H  -7.3417  -0.5378  -0.8475  0.3817
H  1.1200  0.9344  -3.7985  0.0864
H  5.7096  2.3337  5.8731  0.4042
C  2.8214  -4.6743  2.2960  -0.9963
C  -1.9558  1.7529  2.9797  -0.5867
Se  0.8966  -1.4322  -3.0860  0.5247
C  4.8575  1.8048  5.4691  -0.5248
H  5.3311  -5.6027  0.6957  0.4126
C  -2.0694  4.5166  2.8044  -0.5899
C  -3.8105  -1.9585  -2.2938  -0.5986
H  -0.4348  0.3086  -4.3673  0.0491
H  -1.1374  4.2952  -3.2044  0.3637
C  3.8820  1.3133  6.3301  -0.6978
H  -3.2907  0.7484  -4.9901  0.5291
H  4.2099  3.4493  -0.6729  0.4363
C  -2.2017  4.2483  -3.4048  -0.6592
S  -6.7742  1.7498  -0.8392  -0.1148
O  1.9711  -2.8202  0.5985  0.2484
C  -4.9208  4.1490  -3.9258  -0.6661
C  2.5128  2.4081  -1.4712  -0.6636
C  -3.5924  1.6720  -0.3661  -1.6038
C  1.2298  1.9312  -1.2285  1.0925



Formula: C48H57N3O5PW
Source: OMol25
Level of theory: ωB97M-V/def2-TZVPD

- Spin multiplicity: 3
- DFT total energy: -76521.8666 eV
- Net charge: +1
- Gap between HOMO and LUMO (alpha / beta): 0.257 / 0.266 Ha

Each line ends with the Mulliken charge.
Geometry (Å):
C  -0.8742  -3.0461  -2.5963  -0.2479
H  3.0305  -2.1643  -4.1069  0.4629
H  4.5803  0.3374  -1.7371  0.2183
H  0.8506  2.5854  2.8380  0.2881
H  -3.0107  2.8428  -3.2368  0.4206
H  0.2789  3.3389  1.3326  0.1430
C  1.7817  -1.3681  2.7579  -0.5265
H  -6.3017  -0.6330  4.5454  0.4362
H  -1.7996  3.4356  -4.3778  0.3907
H  -6.1133  -2.2678  2.6958  0.4654
C  1.0288  1.3892  -2.5995  -1.0049
H  -0.5717  0.1441  2.3580  0.4694
H  3.9073  1.8041  -4.3058  0.4394
H  4.7391  -1.2879  -2.4046  0.4267
H  2.6722  -2.2936  -0.3680  0.3146
O  -2.0994  -0.7251  0.3607  0.0960
C  -0.0067  -3.0113  -0.0009  -0.3953
C  -4.7564  -1.0556  1.5708  -0.8143
C  -0.3719  -1.9030  -2.0001  -0.9550
H  -1.8915  1.7104  -4.0168  0.2674
H  2.9060  4.0154  -4.6859  0.4047
C  3.5294  -1.7669  0.0486  -0.8985
C  -1.1585  4.3149  -1.8313  -1.9647
C  -4.0315  0.1331  1.5148  0.4540
C  3.1401  -1.7130  2.6569  0.7323
C  -4.1629  1.0598  2.5367  -0.2370
C  -3.5670  -0.5518  -2.0230  -0.2215
C  1.1534  2.9714  1.8656  -1.2504
H  1.6452  -1.1577  -4.5682  0.3138
C  -3.8877  0.3072  -0.9870  -0.3300
C  2.3760  3.2754  -4.1022  -1.6637
C  3.9981  -3.7805  1.4869  -1.6527
O  -0.5697  -0.4335  -3.8245  -0.7401
H  -5.2026  1.8789  -0.3408  0.4312
H  -0.5096  -2.7531  5.0902  0.4258
H  -2.0107  -1.9183  4.6734  0.4969
C  0.5430  -2.8115  1.3817  -0.1343
H  -2.5244  -1.5825  0.5244  0.1991
H  -0.8455  1.2791  3.6696  0.5045
C  2.8918  -0.3179  -2.9754  2.8341
H  -0.3904  4.5229  -1.0830  0.3126
N  0.0805  -1.9168  -0.7559  0.8315
C  3.9378  -1.5752  3.7930  -0.7081
P  1.9889  1.6693  0.9178  1.2921
H  -6.4416  1.9649  -2.4578  0.4372
C  -4.2687  -0.5052  -3.2223  -0.5549
H  -3.6396  2.0055  2.4946  0.5410
H  -0.5396  -5.0598  0.1372  0.6436
H  -1.0970  5.0921  -2.5931  0.5533
H  3.0353  0.8342  2.9456  0.2445
C  4.3783  -0.2810  -2.6138  -1.7287
H  -1.3254  -5.1177  -2.2653  0.5064
O  -2.8418  2.6985  0.3820  -0.5890
N  0.3700  0.3515  -1.8308  1.1863
C  -0.2388  -0.7486  4.2888  -0.2735
H  1.8722  3.7800  2.0145  0.6435
H  1.6730  -0.4939  6.0241  0.4602
C  -0.9402  -4.2054  -1.8323  -1.1186
H  2.3712  -0.8308  -2.1589  -1.6927
C  0.4087  2.6095  -2.8593  0.8186
H  3.2685  -0.7068  -5.0691  0.4279
C  -5.6340  1.2566  -2.3401  -0.7819
H  4.3998  -4.1247  2.4393  0.4135
C  -1.9859  2.7071  -3.5864  -1.5442
C  3.4352  -1.1179  4.9923  -1.4510
C  2.0887  -0.8204  5.0805  -0.8628
C  1.2367  -0.9538  3.9868  0.8367
H  -3.9992  -1.1732  -4.0283  0.4549
H  -0.9808  -2.6058  3.4054  0.0415
C  -4.9836  0.7821  3.6227  -0.8762
H  4.9244  -1.8845  1.6117  0.8463
H  4.0828  -1.0001  5.8495  0.4089
H  3.0234  -4.2475  1.3558  0.2573
H  4.3696  -1.9553  -0.6233  0.4620
C  -0.9782  -2.0874  4.3666  -1.3614
H  -1.2665  2.2071  -1.6501  -1.3226
O  0.6223  -3.7415  2.1586  -0.6273
C  -5.5586  -1.3412  2.6616  -1.0228
C  1.1165  3.5529  -3.6020  -0.1079
C  -5.6695  -0.4196  3.6956  -0.6494
C  2.9408  2.0308  -3.8805  -0.1387
H  -2.0240  0.0136  3.2997  -0.2335
C  3.3745  1.2431  1.9977  -1.4167
H  3.3177  -0.6934  0.0105  -0.4488
H  -5.8415  0.4473  -4.3186  0.4194
H  -2.7679  -1.2671  -1.9076  -0.0260
H  4.9776  0.1041  -3.4366  0.5217
H  4.0484  0.5349  1.5198  0.3555
C  2.8191  2.6054  -0.3887  -1.1535
C  3.9043  -2.2513  1.4460  -0.2853
H  0.6584  4.5091  -3.8085  0.4235
H  -5.0852  1.5119  4.4138  0.4710
H  -2.1300  4.4052  -1.3469  0.4303
H  -4.7237  -1.7544  0.7407  0.4953
H  -1.2051  -2.9906  -3.6231  0.6729
O  -0.9840  1.4958  0.4928  0.4987
C  -3.1113  0.3225  0.3227  3.0180
H  3.9059  2.1809  2.1725  0.7265
C  2.6874  -1.1394  -4.2530  -1.9015
H  4.9892  -1.8214  3.7139  0.5193
C  -4.9396  1.2083  -1.1467  -0.4989
C  -2.3128  1.6262  0.3993  -1.2475
C  -0.5116  -4.1910  -0.5039  -0.4023
C  -1.0073  2.9167  -2.4289  1.8404
C  -0.2268  -0.5696  -2.6689  0.7164
H  2.1078  3.2172  -0.9425  0.1406
H  3.5457  3.2482  0.1117  0.7229
C  -0.9598  0.2352  3.3766  -0.5980
H  3.3279  1.9593  -1.0960  0.0233
N  0.9440  -1.5077  1.5750  1.3536
C  -5.2980  0.4028  -3.3862  -0.7407
C  2.2766  1.0635  -3.1330  0.6690
W  0.2125  -0.0556  0.2214  0.8587
H  4.6607  -4.1298  0.6937  0.4313
H  -0.2591  -0.3117  5.2904  0.8383



Question: Look up the spin multiplicity of the second one.
Answer: 3